No. 1
Molecular formula: C26H28FN5O2PbTe
Method: DFT, ωB97M-V/def2-TZVPD

Cartesian coordinates (Å):
Pb: 10.1039 9.2847 7.8877
Te: 9.5489 6.8883 10.1525
F: 10.7276 7.2017 7.6559
O: 12.5411 9.9868 7.2065
O: 11.9887 8.8180 11.6175
N: 8.7607 10.2053 12.8648
N: 8.3038 10.9422 10.0496
N: 9.9995 10.2610 13.3413
N: 11.7852 9.7683 9.4290
N: 13.6989 9.9244 10.4966
C: 16.9738 7.3636 8.9905
C: 12.7718 9.9718 8.4955
C: 8.1018 11.2082 13.4222
C: 8.6782 12.0270 9.2380
C: 8.1634 5.6436 9.0472
C: 16.2388 8.5073 9.2557
C: 14.9866 6.2907 8.1876
C: 14.1710 9.9351 9.1255
C: 14.4663 12.4223 9.2298
C: 8.0772 13.6740 7.5055
C: 8.9849 11.9927 14.1711
C: 10.1102 13.9487 8.8232
C: 9.7721 12.8832 9.6382
C: 16.3726 6.2555 8.3742
C: 14.9179 8.6219 8.7966
C: 16.1809 12.4416 7.0910
C: 14.8494 11.2169 8.6590
C: 10.2301 11.3763 14.0835
C: 9.2501 14.3634 7.7936
C: 12.4485 9.3600 10.5996
C: 8.2286 7.1969 11.7628
C: 15.8183 13.6246 7.6451
C: 7.8091 12.4920 8.1918
C: 14.2444 7.5040 8.2688
C: 14.9219 13.6234 8.7249
C: 15.6787 11.2166 7.5593
H: 9.4191 15.3401 7.2925
H: 13.7075 12.3348 10.0320
H: 8.1991 8.2669 12.0035
H: 14.5432 5.4274 7.7384
H: 10.3946 12.7000 10.5297
H: 14.5217 14.5164 9.0803
H: 7.3393 10.6008 9.9469
H: 16.8088 9.3886 9.5947
H: 7.2545 6.9071 11.4518
H: 7.0092 11.2894 13.3989
H: 8.6939 10.6286 10.9701
H: 7.0304 11.8116 7.8478
H: 16.0135 10.2644 7.0851
H: 11.0400 14.4829 8.9470
H: 18.0694 7.4034 9.1592
H: 13.3078 7.4971 7.8031
H: 8.7859 4.9918 8.3914
H: 16.8729 12.4541 6.2660
H: 16.3487 14.5665 7.3945
H: 7.5596 6.2196 8.3437
H: 17.0133 5.3909 8.0469
H: 11.1776 11.6799 14.5197
H: 8.7690 12.9173 14.6894
H: 7.3775 13.9560 6.6411
H: 8.6173 6.6935 12.6378
H: 14.3366 9.8978 11.2738
H: 7.5242 5.1114 9.7363
H: 10.7879 9.6687 12.9430

Properties
Relative energy (zero: lowest compared OMol25 entry of this formula, charge and spin) = 116.0 kJ/mol
Highest occupied orbital energy = -0.27841 Eh

=====

No. 2
Molecular formula: C3H3IN2O
Method: DFT, ωB97M-V/def2-TZVPD

Cartesian coordinates (Å):
I: -0.2444 2.2722 -0.6233
O: 3.1914 0.8149 -0.6489
N: -1.4747 0.7920 0.2741
N: 0.4387 -1.9043 0.8937
C: 2.6985 1.6445 -0.0685
C: -0.3196 -1.1495 0.3215
C: -1.2476 -0.4909 -0.2658
H: 1.4689 -1.9178 0.6767
H: -2.4129 0.9860 0.2029
H: -2.0983 -1.0471 -0.7624

Properties
Relative energy (zero: lowest compared OMol25 entry of this formula, charge and spin) = 239.4 kJ/mol
Highest occupied orbital energy = -0.30471 Eh